Below is a molecular structure, C33H30I2N5OOsSSe, with properties calculated with ωB97M-V/def2-TZVPD.

Relative energy (zero: lowest compared OMol25 entry of this formula, charge and spin) (kJ/mol): 0.0
HOMO energy (spin up / spin down) (eV): -15.20 / -15.23
HOMO-LUMO gap (spin up / spin down) (Eh): 0.1674 / 0.1729

Geometry as ORCA input:
```
! wB97M-V def2-TZVPD RIJCOSX def2/J DEFGRID3
* xyz 3 1
Os -0.48451 -1.32187 -0.25706
I -2.39378 -4.79283 6.26860
C -1.85618 -3.56100 4.69674
C -1.76286 -2.18566 4.87600
C -1.42525 -1.36825 3.81404
I -1.27422 0.66339 4.21854
C -1.14476 -1.90110 2.54359
O -0.84263 -1.02166 1.55390
C -1.21104 -3.30571 2.37603
C -0.90111 -4.04065 1.09400
N -1.29829 -3.26197 -0.10220
C -1.09424 -4.00055 -1.36835
C -1.17034 -3.04553 -2.52538
C -1.47583 -3.46692 -3.80291
C -1.44050 -2.55235 -4.84580
C -1.09404 -1.23325 -4.57785
C -0.82202 -0.87293 -3.27918
N -0.86121 -1.75267 -2.25646
C -1.58516 -4.10187 3.44391
H -1.95849 -1.75042 5.84609
H -1.43084 -4.99565 1.09317
H 0.16193 -4.26881 1.00607
H -2.30363 -3.10617 -0.01157
H -1.82636 -4.80286 -1.47235
H -0.10182 -4.45921 -1.34104
H -1.73377 -4.50196 -3.98208
H -1.67666 -2.86518 -5.85430
H -1.03955 -0.49377 -5.36365
H -0.53996 0.14080 -3.03406
H -1.66456 -5.17280 3.30515
N -0.81424 0.66259 -0.52341
S -1.03386 1.77177 0.70301
C -2.79171 2.06412 0.77658
C -3.20529 3.19502 1.47235
C -4.56247 3.40951 1.64289
C -5.48306 2.50282 1.13064
C -5.05270 1.37820 0.44370
C -3.69447 1.14633 0.26615
C -0.42119 3.28232 0.02485
C -1.04258 3.90992 -1.05251
C -0.49612 5.08395 -1.53842
C 0.64133 5.62257 -0.94157
C 1.24140 4.99541 0.14130
C 0.71255 3.81016 0.63465
H -1.03977 1.08942 -1.41763
H -2.48733 3.90308 1.86732
H -4.90216 4.28729 2.17519
H -6.54151 2.67801 1.26604
H -5.77446 0.68210 0.03883
H -3.35517 0.27600 -0.27810
H -1.95579 3.50955 -1.47759
H -0.96571 5.59575 -2.36711
H 1.04952 6.55176 -1.31598
H 2.10706 5.43858 0.61490
H 1.15386 3.31946 1.49409
C 4.92002 -2.37660 0.17332
N 4.18557 -1.14317 -0.10140
C 2.87114 -0.99145 -0.23462
Se 1.61854 -2.42424 -0.10722
N 2.59500 0.29510 -0.47695
C 3.78338 1.02053 -0.51151
C 4.04878 2.36483 -0.74185
C 5.37743 2.73651 -0.70562
C 6.40270 1.80881 -0.45083
C 6.13702 0.47394 -0.22840
C 4.79767 0.10142 -0.26718
H 4.22854 -3.21045 0.24784
H 5.45815 -2.27189 1.11309
H 5.62107 -2.56356 -0.63744
H 1.65762 0.64843 -0.61460
H 3.26259 3.07887 -0.94549
H 5.64319 3.76965 -0.88138
H 7.42727 2.15292 -0.43343
H 6.92978 -0.23591 -0.03810
*
```